This record from the OMol25 dataset describes C27H66LiN3O19P as an isolated structure at a distorted geometry. The level of theory is ωB97M-V with the def2-TZVPD basis set.

Summary:
total charge	+1
ΔE to the lowest compared entry with this formula, charge and spin	136.3	kcal per mole
E_tot	-3010.30233	hartree
strongest force on any atom	18.3	eV Å⁻¹

Geometry as XYZ:
```
117
Properties=species:S:1:pos:R:3:forces:R:3
C -2.1912 -3.7952 -2.4947 -1.298 -2.616 -2.001
N -1.3652 -2.7872 -3.1867 2.948 0.369 -0.490
C 0.1438 -3.1372 -2.9367 -9.999 -10.485 8.968
C -1.5782 -2.9062 -4.6367 -2.831 -0.433 0.072
C -1.5682 -1.3272 -2.7097 -0.504 -1.222 3.481
C -2.8942 -0.7512 -2.9677 -3.235 0.390 -1.387
O -3.0122 0.6568 -2.5647 1.501 -2.513 0.082
H -2.1262 -4.9942 -2.9477 -0.370 3.903 0.477
H -3.2042 -3.3932 -2.3687 0.201 -0.607 -0.346
H -1.7952 -3.9952 -1.5787 1.064 0.105 2.908
H 0.6248 -2.5472 -3.2927 9.697 12.839 -8.649
H 0.3908 -4.0912 -3.3817 -0.278 -0.471 0.488
H 0.4768 -2.9132 -1.8557 -1.326 -1.209 -1.032
H -1.4892 -3.9832 -4.8237 -0.535 0.412 -0.515
H -0.8482 -2.4132 -5.1997 1.202 1.029 -0.606
H -2.6082 -2.4152 -4.8607 1.760 -1.449 0.097
H -0.9712 -0.5422 -3.1357 1.680 -0.620 -0.154
H -1.4662 -1.4542 -1.5837 0.590 0.741 -1.319
H -3.7272 -1.5492 -2.7877 0.699 1.838 1.255
H -3.0612 -0.7902 -4.0477 0.308 0.737 -0.512
H -2.1802 0.8918 -1.8287 -1.279 -0.696 0.121
C 5.2078 -1.3082 1.2073 2.503 6.964 -0.688
N 4.1868 -1.2362 0.1383 0.406 1.302 -1.113
C 3.0628 -2.1902 0.5393 -0.606 2.066 0.231
C 3.6728 0.1428 0.0543 -3.511 0.685 -0.421
C 4.8588 -1.6042 -1.2337 -1.279 -5.744 1.206
C 3.9478 -1.5752 -2.4047 -5.431 0.817 -1.360
O 4.6128 -1.8832 -3.6147 -0.388 -0.894 -1.292
H 5.5058 -2.2372 1.1683 1.640 -4.941 1.126
H 4.9448 -0.7412 2.1113 -0.757 -1.211 -0.049
H 6.2638 -0.6152 0.9993 -3.065 -1.914 -0.360
H 2.1718 -2.2112 -0.0577 -0.241 1.095 -0.776
H 2.6948 -1.9452 1.5383 0.470 0.141 -0.111
H 3.4408 -3.1282 0.4723 1.492 -2.903 0.287
H 3.2768 0.6078 0.9743 0.326 -0.889 0.081
H 2.7508 0.1358 -0.5807 0.535 -0.120 0.639
H 4.3058 0.8568 -0.3727 1.683 0.589 -0.654
H 5.1398 -2.7762 -1.1457 -0.283 2.624 0.259
H 5.7328 -1.1372 -1.5757 1.345 1.429 0.718
H 3.4988 -0.5412 -2.4197 0.712 -0.519 -0.466
H 2.8788 -2.1562 -2.3607 2.770 0.603 0.532
H 4.0598 -2.3292 -4.3547 1.118 1.201 2.477
C 1.2528 0.5178 -5.0317 4.092 -1.307 1.879
N 1.0948 1.8718 -4.4437 -1.533 -0.730 -1.171
C 1.7878 2.8738 -5.3527 0.770 1.190 -0.574
C -0.4282 2.1668 -4.4067 -2.930 2.208 -0.842
C 1.5478 1.8488 -3.0817 3.851 -1.058 4.955
C 1.6398 3.1088 -2.2867 -1.487 6.168 0.328
O 2.2798 3.0398 -1.0557 2.636 0.061 -2.752
H 1.2088 0.4788 -6.0547 -0.580 0.498 -2.529
H 0.6898 -0.2662 -4.6187 -1.680 -0.237 0.877
H 2.3108 0.0628 -4.7937 -1.471 1.545 -0.342
H 2.0558 3.8838 -4.9687 -1.260 -0.799 0.687
H 1.1778 2.9978 -6.2487 -0.065 -0.122 0.244
H 2.7968 2.6128 -5.6847 -0.266 -1.177 0.284
H -1.1052 1.6108 -3.6637 1.537 -0.430 -1.180
H -1.0412 2.2728 -5.5257 2.446 -0.592 3.188
H -0.5402 3.1588 -3.8817 0.420 -0.612 -1.120
H 2.5778 1.4568 -2.7177 -0.547 0.035 -2.528
H 1.0668 1.2038 -2.3087 -1.303 -0.097 -1.322
H 0.4578 3.4118 -2.1737 2.820 0.100 0.205
H 2.3588 4.0928 -2.5337 -2.408 -2.400 -1.601
H 1.6588 2.6828 -0.4767 -3.133 -2.193 3.750
Li 0.0298 2.2558 2.1803 0.121 0.340 -0.071
P -0.3232 0.6888 0.2273 1.926 6.775 5.236
O -0.7442 0.6628 1.6633 -3.085 -1.498 3.062
O 0.6328 1.9768 0.4953 0.710 0.245 -2.497
O -1.3772 1.0428 -0.7277 -3.012 0.676 -3.707
O 0.4888 -0.4432 -0.0497 4.055 -6.553 -3.290
C -2.9852 3.1708 1.4923 -1.006 0.358 -5.179
O -2.9692 4.3668 2.2273 -4.284 2.480 1.042
C -1.8862 4.9078 2.7693 -0.153 -4.096 -3.001
O -0.9102 4.3068 2.4543 4.232 -0.310 0.634
O -1.9502 5.9708 3.4793 -4.169 -0.080 1.538
C -0.7962 6.6478 3.6333 4.523 -1.622 -3.786
H -3.9282 2.8248 0.8143 0.862 2.129 2.194
H -2.8832 2.3358 2.0403 1.085 -2.675 2.377
H -2.3252 3.1228 0.5953 0.599 0.410 1.258
H -0.7572 7.4648 4.2123 -1.186 2.827 2.307
H -0.5452 6.9278 2.5943 0.414 0.594 0.417
H 0.0978 6.0548 3.9063 -0.777 -0.367 0.202
C -5.0082 -5.6202 0.3373 -1.464 0.040 -6.538
O -5.0152 -4.2532 0.1523 0.452 4.209 -0.034
C -3.9732 -3.4612 0.4243 2.685 -2.669 3.581
O -2.9082 -3.9002 0.8993 -1.399 0.194 -1.659
O -4.2342 -2.2022 0.3813 -2.241 -0.246 -2.081
C -3.2812 -1.2812 0.7463 3.334 2.607 0.807
H -5.6952 -5.8942 1.0313 -0.676 -1.133 3.266
H -4.0832 -6.0812 0.0023 -0.038 -0.358 1.069
H -5.7852 -5.7312 -0.5767 1.725 -1.253 1.365
H -3.4022 -1.0282 1.7863 0.266 -0.560 0.735
H -3.4882 -0.2872 0.3283 -0.155 -0.613 -0.773
H -2.1392 -1.4772 0.5783 -2.328 -0.252 0.163
C 3.8158 4.2298 4.2143 2.687 -0.426 -2.548
O 3.7518 2.8138 4.1773 1.885 -0.149 1.283
C 2.6738 2.1408 4.0063 -6.114 2.356 -3.371
O 1.5728 2.6398 3.5673 3.094 -1.028 1.760
O 2.8388 0.8858 4.1443 1.898 -3.651 1.101
C 1.7778 -0.1052 3.8473 5.840 -2.858 2.132
H 3.0608 4.6898 4.6673 -3.678 1.195 2.251
H 3.7038 4.6038 3.1543 0.994 -0.240 1.044
H 4.7138 4.5078 4.8293 -0.485 -0.389 -1.333
H 1.0378 0.1548 4.3893 -5.369 1.415 3.819
H 1.9588 -1.2672 3.9223 0.831 2.569 0.670
H 1.5778 0.0368 2.9323 -1.978 1.127 -7.050
C -2.7862 0.4308 4.3873 0.896 -1.100 -2.503
O -2.2052 -0.6742 5.0633 -0.544 -2.782 1.625
C -3.0072 -1.3662 5.8973 -4.859 1.414 2.360
O -4.1512 -0.9052 6.2853 4.484 -1.992 -1.755
O -2.5302 -2.5562 6.3713 1.544 3.019 -2.250
C -3.3292 -3.4352 7.1333 -1.882 0.863 -1.379
H -1.8492 0.7818 3.9263 -1.002 0.190 -0.877
H -3.1152 1.1648 5.0183 -1.049 1.622 2.004
H -3.6472 0.1498 3.6843 1.543 0.196 0.883
H -3.7902 -2.8332 8.0023 0.161 -1.544 -1.519
H -2.5942 -4.1382 7.3873 0.710 -1.057 1.233
H -3.9472 -3.9972 6.3143 0.030 1.176 2.143
```
Forces are in eV/Å.

---

This record from the OMol25 dataset describes a 10-piece molecular cluster, C27H67N3O12S5 overall at a distorted geometry. The level of theory is ωB97M-V with the def2-TZVPD basis set.

Summary:
total charge	+1
2S+1	2
E_tot	-4126.50255	hartree
strongest force on any atom	6.0	eV Å⁻¹

Geometry as XYZ:
```
114
Properties=species:S:1:pos:R:3:forces:R:3
C 3.0786 0.5313 -3.4676 0.259 0.619 0.316
S 3.4674 -0.9124 -2.4099 1.031 -0.766 -1.063
O 4.0402 -1.9938 -3.3132 -0.816 1.153 0.948
C 4.9361 -0.1973 -1.5957 0.644 0.736 -0.512
H 3.8117 0.6749 -4.2614 0.168 -0.393 0.095
H 3.1254 1.4059 -2.8187 -0.010 0.034 0.105
H 2.0863 0.5311 -3.9186 -0.035 -0.567 0.142
H 4.8028 0.6456 -0.9175 -0.734 -0.368 0.336
H 5.5676 0.2635 -2.3553 -0.021 -0.340 -0.487
H 5.5491 -0.9741 -1.1387 -0.442 -0.157 0.093
C 0.0389 4.8366 -1.2602 0.044 -0.730 -0.758
S -0.6047 6.5333 -1.4842 1.611 -0.524 0.557
O 0.0934 7.2883 -0.3737 -0.852 -0.038 -1.356
C -0.0835 7.0784 -3.1752 0.266 0.591 -0.207
H 1.1286 4.8383 -1.2346 0.031 0.565 -0.133
H -0.2659 4.2553 -2.1304 -0.091 0.207 -0.315
H -0.2883 4.2883 -0.3767 -0.534 0.778 0.222
H -0.4772 8.0581 -3.4459 -0.213 0.219 0.859
H -0.4236 6.4578 -4.0042 -0.110 -0.929 0.686
H 1.0038 7.1443 -3.2150 0.030 -0.243 0.348
C -2.3555 4.7846 -5.5336 0.073 -0.289 0.276
S -0.8973 3.6498 -5.6661 -0.237 0.113 2.045
O 0.1301 4.1025 -4.6067 -1.374 -0.195 -1.052
C -1.7272 2.1989 -4.8419 1.220 0.159 -0.085
H -2.8919 4.7105 -4.5877 0.420 -0.248 0.360
H -3.1128 4.5227 -6.2725 0.345 0.090 -0.400
H -2.0124 5.8138 -5.6397 0.041 -0.133 -0.381
H -1.5268 2.3026 -3.7755 -0.681 0.728 0.121
H -1.0892 1.3332 -5.0198 -0.266 -0.155 -0.783
H -2.7687 2.0500 -5.1268 0.204 0.018 0.032
C -5.2726 -3.9956 3.1453 0.539 0.270 -0.603
S -3.4874 -3.8590 2.7351 -0.412 0.615 2.428
O -3.0223 -2.5437 3.3519 -0.222 -1.433 -0.998
C -3.0624 -5.1721 3.9514 0.477 0.007 0.750
H -5.4764 -3.8589 4.2073 0.386 -0.140 0.011
H -5.5452 -4.9904 2.7929 -0.400 0.150 -0.004
H -5.7714 -3.1893 2.6076 -0.099 -0.237 -0.180
H -3.1263 -4.7368 4.9487 -0.063 0.516 -0.090
H -2.0324 -5.5195 3.8701 -0.020 0.100 -0.429
H -3.7232 -6.0361 4.0207 -0.133 0.061 -0.734
C 6.4510 -1.5808 3.6424 0.140 0.102 0.126
S 6.3493 -0.0382 2.6101 0.636 -1.348 -0.592
O 7.3444 -0.0810 1.4404 -1.920 -0.260 1.665
C 4.6552 -0.5373 2.0897 -0.064 0.556 -1.336
H 7.3800 -1.6832 4.2033 0.209 0.221 -0.442
H 6.2273 -2.4740 3.0590 0.234 0.158 -0.260
H 5.6709 -1.5302 4.4020 -0.181 0.364 -0.078
H 3.9770 -0.7449 2.9174 0.300 0.233 0.167
H 4.5984 -1.3772 1.3974 0.659 -0.413 0.372
H 4.2762 0.2672 1.4594 -0.180 0.446 0.331
C -4.5239 -1.6524 -2.1527 -3.923 0.283 -0.031
O -5.7669 -1.8565 -2.0878 3.168 0.085 0.052
N -3.5453 -2.3841 -1.6237 1.753 0.499 -0.633
C -2.1685 -1.8891 -1.7090 0.224 -0.079 0.545
C -3.7771 -3.4516 -0.7004 -1.250 -0.510 -0.008
H -4.1853 -0.7320 -2.6532 0.316 -0.186 -0.143
H -2.0328 -0.9951 -2.3176 -0.589 -0.052 -0.076
H -1.4615 -2.6231 -2.0957 -0.253 -0.328 -0.128
H -1.8081 -1.6371 -0.7116 -0.044 0.084 0.041
H -3.7371 -3.0820 0.3243 0.179 -0.107 -0.070
H -4.7852 -3.8154 -0.8993 -0.146 0.114 0.212
H -3.1473 -4.3308 -0.8354 0.475 0.355 -0.071
C 0.8324 1.4089 3.2669 0.848 -1.294 0.969
O 0.6259 0.5870 4.1468 -0.609 0.484 -0.488
N 1.9655 2.1262 3.1962 0.296 0.459 -0.855
C 2.2572 2.9432 2.0168 0.345 -0.025 1.221
C 2.9686 2.1981 4.2448 0.214 -0.382 0.438
H 0.1815 1.5753 2.3947 -0.256 -0.010 0.030
H 3.1594 2.5912 1.5164 0.037 -0.035 -0.012
H 2.4536 3.9109 2.4784 -0.036 0.561 -0.843
H 1.4526 2.9305 1.2815 -0.079 0.115 0.310
H 3.9506 1.8651 3.9087 0.011 -0.039 -0.383
H 3.1014 3.2165 4.6098 -0.197 0.198 -0.132
H 2.7406 1.5763 5.1105 -0.474 -0.026 -0.285
C 2.9686 -4.3069 2.5349 1.269 1.077 -0.993
O 3.9281 -3.5842 2.1951 -1.779 -1.389 0.491
N 2.1835 -5.0307 1.7048 -0.301 -1.445 -1.234
C 2.3804 -5.1285 0.2150 0.778 0.500 1.255
C 1.0552 -5.7992 2.2193 -0.196 0.284 1.119
H 2.6325 -4.3913 3.5799 0.155 0.021 0.010
H 2.1503 -6.1012 -0.2199 -0.870 0.013 0.547
H 3.4434 -5.0908 -0.0231 0.016 0.840 0.189
H 1.8044 -4.3016 -0.2004 0.244 -0.271 -0.574
H 0.0814 -5.3297 2.0802 -0.031 0.279 -0.621
H 0.9726 -6.8292 1.8721 0.449 0.131 -0.298
H 1.1147 -5.8431 3.3068 0.306 -0.120 0.104
O -5.2254 1.5345 0.8930 0.124 0.017 0.024
C -4.1211 1.1670 0.5553 -2.092 -1.518 5.440
O -3.5964 1.4559 -0.5443 2.216 1.663 -4.683
C -4.3342 2.3423 -1.4108 -1.180 0.124 -0.603
C -3.9373 3.7959 -1.3820 0.829 0.169 0.383
C -3.2156 0.3573 1.4924 -0.231 0.098 0.559
H -5.4055 2.3398 -1.2097 0.149 -0.601 0.385
H -4.2363 1.9552 -2.4250 0.346 -0.141 0.074
H -4.5635 4.3341 -2.0935 0.136 -0.023 -0.140
H -2.8815 3.8950 -1.6338 0.198 0.172 -0.366
H -4.0469 4.3059 -0.4249 -0.294 -0.348 0.205
H -2.8172 -0.5763 1.0951 0.114 0.274 -0.317
H -3.6982 0.0922 2.4331 -0.647 -0.064 -0.394
H -2.4162 0.9823 1.8904 0.424 0.120 -0.590
O 1.9382 1.1902 -0.5364 0.603 0.360 0.500
C 0.8559 0.7264 -0.7446 -0.087 -2.250 0.266
O 0.3850 -0.4335 -0.1651 -0.350 1.692 -1.629
C 1.1008 -1.3255 0.7160 -0.267 1.109 0.787
C 0.1114 -2.4077 1.0298 0.189 -1.219 0.128
C -0.1043 1.3279 -1.7499 0.110 -0.753 0.374
H 1.3366 -0.7816 1.6308 0.105 0.125 0.051
H 2.0481 -1.6642 0.2966 -0.188 -0.097 -0.326
H -0.8757 -2.1324 1.4013 0.167 0.694 -0.023
H 0.5258 -3.0318 1.8216 0.129 -0.064 -0.042
H -0.0463 -3.0488 0.1625 0.003 -0.064 -0.082
H 0.4469 2.0396 -2.3644 -0.197 0.309 0.339
H -0.9408 1.6990 -1.1578 -0.211 0.414 -0.332
H -0.4963 0.5762 -2.4350 -0.008 -0.186 0.242
```
Forces are in eV/Å.